[1]
The following is a DFT calculation (ωB97M-V/def2-TZVPD) of a structure of composition C46H48N4P2PtTe2.

Structure (XYZ):
```
103
Properties=species:S:1:pos:R:3:forces:R:3
C -0.298 4.502 -1.315 0.09 0.17 -0.03
C 0.368 6.347 0.090 0.00 -0.04 0.09
C -2.452 -0.740 -2.912 0.03 0.13 0.17
H -0.959 -2.542 3.663 -0.03 -0.04 -0.04
C -3.641 -0.066 -0.961 -0.13 -0.09 -0.29
C -4.904 -0.913 -2.889 0.05 0.07 0.14
C -6.076 0.633 0.355 0.02 0.14 -0.08
C 1.571 -2.061 -1.620 0.18 0.17 -0.52
H 0.461 4.531 1.995 -0.07 0.01 -0.06
H -3.553 -2.549 -2.555 -0.01 0.07 -0.09
C 4.483 -0.855 -1.679 -0.03 -0.09 0.06
C -0.390 -0.556 3.060 -0.45 0.50 -0.25
H 5.465 2.805 -0.885 -0.05 -0.12 -0.03
C -0.833 -1.514 3.969 0.06 0.01 0.06
C -0.964 0.161 5.700 -0.02 -0.02 -0.03
H 0.344 5.422 -4.574 -0.06 -0.04 0.09
C -0.543 1.128 4.795 0.01 0.00 -0.05
H 6.536 -1.121 -2.245 -0.08 0.06 0.03
H 0.206 -3.332 -4.467 0.04 0.02 0.03
C -0.012 5.283 -2.452 0.05 -0.04 0.09
C 6.157 0.884 -1.568 -0.06 -0.11 -0.05
C 3.847 -1.905 2.938 0.15 0.07 0.09
C 0.732 -3.309 -3.518 0.00 0.11 0.08
H 0.262 -5.792 1.946 -0.05 0.09 -0.04
H -5.765 -1.576 -2.938 -0.09 -0.07 0.01
N -4.854 -0.341 -1.546 0.05 -0.05 0.09
H -1.190 4.639 -4.158 0.04 0.00 0.03
C -0.553 -2.618 1.050 -0.41 0.04 0.05
H 1.007 -3.460 2.267 -0.01 0.02 -0.05
C -0.142 4.748 -3.864 0.00 0.06 0.17
C 0.132 -3.670 1.658 0.09 -0.02 0.02
H 3.212 -4.512 4.999 0.05 0.02 -0.05
N -3.687 0.443 0.310 -0.15 -0.30 -0.30
C -0.068 5.029 -0.029 0.00 -0.12 -0.07
H 0.638 7.199 -3.156 -0.01 -0.04 0.07
C -1.383 -5.257 0.663 0.00 0.04 -0.03
H -5.055 -0.120 -3.627 -0.05 0.06 -0.03
C 3.249 -2.622 3.970 0.13 -0.14 -0.04
H -4.732 1.051 1.987 0.05 0.05 0.05
H 0.580 -1.169 -3.296 -0.02 -0.10 0.02
H -1.193 0.437 6.723 0.04 -0.02 -0.06
C -0.282 -4.981 1.470 0.01 0.03 -0.02
H -6.981 0.533 0.953 -0.02 0.00 0.02
H -6.908 -0.051 -1.503 -0.02 0.02 -0.07
H -1.454 -1.911 5.987 0.04 0.06 -0.08
C -1.113 -1.156 5.286 0.05 0.02 -0.05
H 7.180 1.214 -1.715 -0.08 -0.04 0.01
C 0.594 7.154 -1.015 0.03 0.05 -0.07
C 1.018 8.592 -0.843 0.00 -0.07 -0.01
C -4.844 0.333 1.179 0.13 0.07 -0.10
H -1.702 -6.284 0.513 0.03 0.10 0.01
H 2.580 -3.217 -0.117 -0.11 0.04 -0.07
H -1.519 -1.281 -3.044 0.05 0.01 0.02
H 5.357 -1.996 1.396 -0.04 -0.05 0.08
C -0.274 4.233 1.242 0.00 0.27 -0.03
H -2.453 0.093 -3.627 0.04 0.01 0.03
C 2.067 -3.246 -1.077 0.03 0.04 0.13
H -2.151 -2.082 -0.271 0.00 -0.03 0.02
C 3.893 1.345 -0.918 -0.07 0.03 0.00
H -0.182 3.168 1.065 0.06 -0.10 -0.03
C -1.648 -2.897 0.235 0.05 -0.26 0.05
C 5.211 -3.826 2.526 -0.18 -0.04 0.18
C 5.796 -0.425 -1.863 -0.07 0.08 0.07
H -4.931 -0.662 1.625 0.04 -0.11 0.05
N 4.630 -4.538 3.501 -0.08 0.34 -0.06
H -0.429 2.161 5.110 -0.03 -0.10 -0.04
Pt -0.370 0.638 -0.371 -0.01 -0.40 -1.43
N -2.481 -0.226 -1.546 -0.60 0.28 0.61
H -3.622 -1.985 -4.237 0.01 0.00 0.06
H -6.012 1.658 -0.020 -0.04 -0.02 0.04
C 3.671 -3.926 4.207 0.17 -0.04 -0.20
P -0.028 -0.885 1.304 1.94 -0.42 -0.55
H -2.913 -4.430 -0.598 0.07 0.02 0.03
C 1.216 -4.485 -2.963 0.04 -0.01 0.09
Te -1.339 2.665 -1.582 0.19 0.04 -0.05
H 3.140 2.048 -0.576 0.02 -0.03 0.03
H -1.270 4.409 1.659 0.01 -0.02 -0.04
C -3.626 -1.660 -3.194 0.06 -0.12 0.06
H 1.199 9.067 -1.808 0.00 -0.02 0.04
H 0.528 6.754 1.087 0.00 -0.04 -0.08
H 1.066 -5.430 -3.474 0.02 0.07 0.03
H -6.350 -1.339 -0.442 0.01 -0.09 -0.02
C 0.922 -2.101 -2.853 0.09 -0.04 -0.02
C 4.861 -2.517 2.210 -0.04 -0.22 0.11
C -6.119 -0.332 -0.806 0.20 0.05 -0.14
C 1.742 -0.827 0.999 0.31 0.47 0.26
H 5.993 -4.332 1.966 -0.05 0.01 0.05
P 1.788 -0.432 -0.796 -0.93 -0.73 2.31
H 2.458 -2.183 4.570 0.06 -0.04 -0.06
C 0.426 6.596 -2.276 -0.01 -0.09 -0.05
C 1.898 -4.451 -1.749 -0.05 0.12 -0.04
C 5.198 1.776 -1.103 0.00 -0.01 0.01
C 3.525 0.021 -1.177 -0.42 0.89 -0.25
H 1.933 8.669 -0.249 -0.05 -0.02 -0.04
C -2.061 -4.217 0.041 0.09 0.12 0.06
C -0.270 0.771 3.483 -0.06 -0.03 0.05
H 2.299 -5.366 -1.325 -0.07 0.07 0.00
H -2.778 0.561 0.716 0.30 0.10 0.22
Te 3.103 0.000 2.368 -0.49 -0.69 -0.50
H 0.319 3.761 -3.956 -0.03 0.07 0.02
H 0.025 1.528 2.765 0.08 0.03 0.01
H 0.245 9.165 -0.327 0.03 -0.02 -0.02
H 4.224 -1.875 -1.929 -0.06 -0.03 0.02
```
Positions in Å, forces in eV/Å.

Highest occupied orbital energy (alpha / beta) = -6.2 / -6.2 eV
Frontier orbital gap (alpha / beta) = 5.0 / 5.0 eV
LUMO energy (alpha / beta) = -1.216 / -1.182 eV

Atom charges from the Löwdin analysis, given in e for atoms 1 to 99:
1 C -0.51
2 C -0.03
3 C -0.23
4 H 0.09
5 C -0.42
6 C -0.15
7 C -0.16
8 C -0.37
9 H 0.08
10 H 0.11
11 C -0.08
12 C -0.36
13 H 0.11
14 C -0.08
15 C -0.08
16 H 0.07
17 C -0.08
18 H 0.10
19 H 0.10
20 C -0.32
21 C -0.08
22 C -0.56
23 C -0.09
24 H 0.11
25 H 0.12
26 N -0.03
27 H 0.07
28 C -0.36
29 H 0.10
30 C -0.11
31 C -0.11
32 H 0.10
33 N 0.07
34 C -0.31
35 H 0.11
36 C -0.09
37 H 0.13
38 C -0.15
39 H 0.12
40 H 0.09
41 H 0.10
42 C -0.08
43 H 0.12
44 H 0.12
45 H 0.10
46 C -0.08
47 H 0.10
48 C -0.27
49 C -0.05
50 C -0.18
51 H 0.10
52 H 0.10
53 H 0.07
54 H 0.09
55 C -0.10
56 H 0.11
57 C -0.10
58 H 0.06
59 C -0.14
60 H -0.02
61 C -0.08
62 C -0.16
63 C -0.08
64 H 0.12
65 N 0.05
66 H 0.11
67 Pt 0.31
68 N -0.08
69 H 0.12
70 H 0.12
71 C -0.16
72 P 0.71
73 H 0.10
74 C -0.09
75 Te 0.94
76 H 0.10
77 H 0.09
78 C -0.16
79 H 0.07
80 H 0.12
81 H 0.10
82 H 0.13
83 C -0.12
84 C -0.13
85 C -0.16
86 C -0.98
87 H 0.10
88 P 0.81
89 H 0.09
90 C -0.03
91 C -0.07
92 C -0.08
93 C -0.37
94 H 0.08
95 C -0.08
96 C -0.14
97 H 0.11
98 H 0.06
99 Te 1.23



[2]
The following is a DFT calculation (ωB97M-V/def2-TZVPD) of a structure of composition C46H49As2N7P2SSe2Tl.

Structure (XYZ):
```
110
Properties=species:S:1:pos:R:3:forces:R:3
N 0.637 3.755 1.306 -0.09 -0.48 0.07
H -0.999 -3.274 3.281 0.15 -0.02 0.19
C -3.631 2.273 -2.352 0.04 0.09 0.31
C -3.843 -1.469 3.238 -0.12 0.16 0.55
H 4.017 -4.717 1.553 0.36 0.26 -0.09
C 0.995 4.444 3.657 -0.09 -0.06 0.62
C -5.123 1.398 -4.028 0.51 -0.17 0.46
C 5.517 -3.404 2.404 -0.17 0.45 -0.35
N -0.804 3.313 -0.387 -0.01 -0.11 0.82
C 4.604 3.595 0.561 -0.10 -0.42 -0.23
N -4.362 1.681 -1.388 0.62 0.67 0.00
C 0.919 -4.587 -1.709 -0.18 0.15 0.39
H 1.873 -6.080 -2.962 -0.04 -0.39 0.19
H -5.943 0.546 -0.887 -0.32 -0.31 0.26
C 6.032 -2.111 2.398 0.22 0.07 0.63
H 1.270 1.941 -1.619 0.22 0.20 -0.37
H 3.256 -3.049 -0.119 0.10 -0.02 0.22
H -0.919 2.988 -3.451 0.17 -0.17 -0.23
C -5.842 0.777 -3.018 -0.26 0.11 -0.46
H 1.067 -0.370 -5.214 0.03 0.12 -0.07
C 4.677 1.279 -0.218 0.20 0.64 0.21
C -3.832 -1.059 4.582 0.22 -0.02 -0.21
As -5.289 -0.788 2.110 -0.16 0.05 -0.10
C 1.989 1.582 -5.406 -0.31 -1.00 -0.27
C 6.691 2.617 -0.101 0.29 0.44 -0.12
C 5.526 -1.142 1.537 0.20 -0.44 -0.21
H 2.325 3.320 2.397 0.15 -0.07 0.08
H -2.175 4.173 -3.793 0.03 -0.08 0.36
H 6.463 4.643 0.659 0.00 -0.32 -0.24
C 1.520 1.844 -2.679 -0.26 0.00 0.13
As -2.495 -2.848 0.926 0.01 -0.20 -0.20
S -1.687 2.843 2.182 -0.24 -0.27 0.04
H -4.945 -3.752 1.053 -0.14 -0.19 0.40
H -6.700 -1.127 4.269 -0.04 0.04 -0.12
H -5.818 1.689 2.099 0.27 -0.16 0.13
C -5.223 1.052 2.771 -0.21 0.53 -0.46
H -0.942 -2.461 5.632 -0.19 0.07 -0.31
C -2.384 3.009 -1.951 -1.01 -0.61 -0.27
C 1.642 -2.792 -3.732 0.07 -0.18 0.43
H -0.933 4.460 -2.544 0.00 0.19 0.19
C 3.971 2.380 0.279 -0.42 -0.06 0.17
H 6.646 0.625 -0.838 -0.07 -0.20 -0.11
C -5.425 0.982 -1.720 0.08 -0.12 0.10
H 0.625 -5.237 -0.880 0.12 0.03 -0.38
C -2.800 -1.392 5.439 0.15 -0.28 -0.62
H -4.740 -2.627 -0.284 0.02 0.11 -0.02
H 1.270 3.840 0.527 -0.06 0.08 -0.18
H 2.902 2.295 0.498 0.36 -0.15 -0.17
H 2.454 -4.508 -4.715 0.15 -0.06 -0.07
H 2.780 3.590 -5.294 0.00 -0.28 -0.06
C 0.957 -0.274 -0.669 -0.69 0.24 0.32
Se 4.332 -0.831 -2.615 0.03 -0.13 0.14
H 1.506 4.176 4.603 -0.30 -0.01 -0.39
C -4.267 -3.421 0.284 0.36 0.05 -0.47
C -0.597 3.262 0.937 0.23 0.78 -0.54
P 0.382 -0.632 -2.338 0.02 0.03 0.57
H 6.808 -1.831 3.127 -0.36 -0.16 -0.39
H 4.024 4.439 0.930 0.06 -0.17 -0.02
C 2.068 2.894 -3.401 0.24 -0.17 -0.09
N -2.025 2.828 -0.737 0.60 -0.01 -0.04
C -1.759 -2.187 4.959 -0.03 -0.16 0.67
H -4.616 -0.415 4.951 -0.14 0.03 0.03
C 1.383 0.531 -4.701 0.23 0.50 0.11
C 0.979 -2.326 -2.592 0.28 -0.30 -0.75
H 1.368 5.417 3.367 0.10 0.34 -0.18
H -3.381 2.622 -4.443 -0.23 -0.23 0.01
Se -1.711 -0.677 -2.591 -0.18 0.18 -0.06
Tl -2.537 0.542 0.568 0.06 0.27 -0.09
H -5.650 1.142 3.758 -0.15 -0.07 0.41
C 1.257 3.408 2.583 -0.13 0.21 -0.08
H -5.388 1.221 -5.052 -0.07 0.14 -0.37
N 0.750 0.164 1.445 -0.27 -0.03 0.49
C 1.953 -4.151 -3.828 -0.37 0.37 0.04
H 2.187 1.445 -6.465 -0.06 0.11 0.09
C -1.580 3.718 -2.990 0.01 0.02 -0.27
H 5.922 -0.133 1.553 -0.09 -0.13 0.10
H 0.882 2.446 2.910 0.03 -0.25 0.00
H -6.706 0.161 -3.237 0.03 0.04 0.04
H -1.819 -5.213 0.326 -0.01 0.03 -0.14
C 2.209 -0.205 -0.085 0.34 -0.04 0.30
H -4.044 -4.246 -0.401 -0.13 0.01 0.06
H 0.037 -2.868 -0.770 -0.11 0.00 0.33
H -0.912 -4.735 1.737 0.65 0.08 0.25
C 0.600 -3.236 -1.610 0.18 -0.07 -0.12
H 5.877 -4.136 3.106 0.12 -0.12 0.14
H -6.883 -2.473 3.125 -0.01 0.02 0.05
C -2.809 -2.274 2.775 -0.03 -0.54 0.09
H -7.746 -0.965 2.814 0.26 0.01 0.12
C 2.339 2.747 -4.766 -0.11 0.63 0.78
C 1.594 -5.053 -2.826 0.18 0.71 -0.39
P 3.908 -0.325 -0.610 -0.12 0.14 -0.09
C -6.814 -1.387 3.214 -0.12 -0.16 -0.05
H 7.768 2.741 -0.227 -0.27 -0.27 -0.06
C -1.799 -2.657 3.665 0.13 0.31 -0.28
H -2.591 -5.267 1.934 0.45 0.45 -0.42
N 2.035 0.044 1.244 0.24 0.09 -0.53
H -2.791 -1.032 6.449 0.00 0.13 0.34
C 1.187 0.653 -3.327 0.08 -0.10 -0.40
C 4.503 -3.738 1.509 -0.43 -0.20 0.15
H 1.955 -2.089 -4.500 -0.01 -0.30 0.14
C -1.880 -4.702 1.285 -1.19 -0.39 0.36
C 6.052 1.433 -0.436 0.02 0.19 0.20
H 2.328 3.814 -2.888 -0.09 -0.04 -0.06
C 4.554 -1.505 0.611 0.17 0.17 0.08
C 4.026 -2.796 0.612 0.14 0.09 -0.27
N 0.071 -0.021 0.335 0.16 -0.18 -0.74
C 5.972 3.709 0.375 -0.11 0.15 0.33
C -3.998 2.143 -3.688 -0.07 0.21 -0.38
H -0.086 4.528 3.834 0.33 -0.05 0.03
H -4.201 1.435 2.801 -0.12 -0.06 -0.11
```
Positions in Å, forces in eV/Å.

Highest occupied orbital energy = -4.4 eV
Frontier orbital gap = 6.7 eV
Total charge = -1
LUMO energy = 2.364 eV

Atom charges from the Löwdin analysis, given in e for atoms 1 to 99:
1 N -0.03
2 H 0.08
3 C -0.27
4 C -0.44
5 H 0.10
6 C -0.12
7 C -0.07
8 C -0.09
9 N -0.02
10 C -0.08
11 N 0.05
12 C -0.08
13 H 0.09
14 H 0.08
15 C -0.09
16 H 0.09
17 H 0.10
18 H 0.07
19 C -0.08
20 H 0.10
21 C -0.34
22 C -0.12
23 As 1.08
24 C -0.09
25 C -0.09
26 C -0.07
27 H 0.09
28 H 0.07
29 H 0.10
30 C -0.11
31 As 1.10
32 S 0.52
33 H 0.01
34 H 0.01
35 H 0.03
36 C -0.35
37 H 0.11
38 C -0.31
39 C -0.11
40 H 0.06
41 C -0.07
42 H 0.10
43 C -0.17
44 H 0.10
45 C -0.08
46 H -0.01
47 H 0.10
48 H 0.07
49 H 0.10
50 H 0.10
51 C -0.44
52 Se 0.32
53 H 0.07
54 C -0.35
55 C -0.85
56 P 0.56
57 H 0.10
58 H 0.10
59 C -0.07
60 N -0.06
61 C -0.08
62 H 0.08
63 C -0.10
64 C -0.37
65 H 0.06
66 H 0.10
67 Se 0.30
68 Tl 0.51
69 H 0.01
70 C -0.32
71 H 0.10
72 N -0.05
73 C -0.08
74 H 0.10
75 C -0.04
76 H 0.10
77 H 0.07
78 H 0.10
79 H 0.01
80 C -0.45
81 H 0.02
82 H 0.06
83 H -0.01
84 C -0.12
85 H 0.09
86 H 0.01
87 C -0.46
88 H 0.02
89 C -0.09
90 C -0.09
91 P 0.54
92 C -0.33
93 H 0.10
94 C -0.13
95 H 0.04
96 N 0.01
97 H 0.09
98 C -0.38
99 C -0.08



Ordered electronic energy results: -90851.676 -345406.869; unit eV.